Here is a structure of composition C45H38AuGeN4O4S at a distorted geometry from the Open Molecules 2025 dataset. Energies are from ωB97M-V with the def2-TZVPD basis set.

Values from the calculation:
LUMO level (spin up / spin down)	-2.86 / -6.32	eV
2S+1	3
total charge	+1
⟨S²⟩	2.012
HOMO (spin up / spin down)	-10.920 / -10.823	eV

CARTESIAN COORDINATES (ANGSTROEM)
1 Au -0.26224 -0.91056 0.67216
2 Ge 0.48653 -0.06634 -5.14789
3 S 0.11064 -0.62183 5.01076
4 O 0.95977 -3.87897 -2.27935
5 O 3.28045 1.77050 0.63450
6 O -3.69533 1.75791 -0.36518
7 O 0.30058 -2.61300 -0.52964
8 N -2.46893 -0.06974 0.06099
9 N -0.63393 0.07107 2.41913
10 N -0.18768 1.46752 -0.04768
11 N 2.04549 -0.06550 0.25753
12 C 2.21371 0.68303 -8.89480
13 C 0.91572 2.09623 0.30651
14 C -0.30283 -0.24502 3.52819
15 C 3.40942 -1.20726 -8.00841
16 C 0.92476 3.43527 0.66389
17 C 5.06300 -3.51661 2.11154
18 C -5.41569 -2.10304 -1.22839
19 C 0.86191 1.59084 -4.19313
20 C -4.66041 0.67584 -0.41822
21 C -4.10110 -1.74868 -0.93567
22 C -3.72880 -0.20088 -5.74616
23 C 2.60740 3.00217 -3.27953
24 C -2.51405 1.19208 -0.13187
25 C -4.64725 -3.88049 -2.65894
26 C -5.68638 -3.16046 -2.08417
27 C 4.23888 0.68067 0.74788
28 C -3.85633 -0.58092 0.00041
29 C 1.16513 -1.54798 -3.94822
30 C 1.43369 0.72847 -7.74769
31 C 1.63648 -0.19507 -6.71963
32 C 0.27757 -1.58915 -2.77469
33 C -1.45142 3.43574 0.33179
34 C 1.65848 3.95469 -2.92595
35 C -3.33553 -3.54131 -2.36388
36 C 4.15846 -3.82794 3.11891
37 C 0.31625 3.72562 -3.19118
38 C 2.20936 1.83105 -3.90744
39 C 3.20161 -0.28531 -9.02481
40 C -0.28588 4.11572 0.65255
41 C 3.42207 -0.58532 0.38604
42 C 2.10228 1.20596 0.39272
43 C -3.89234 -1.48094 -6.25609
44 C -1.52139 -1.84160 -6.09862
45 C 3.63556 -1.71547 1.36948
46 C 4.80282 -2.46788 1.24362
47 C -0.07993 2.54977 -3.82124
48 C -1.34332 -0.55855 -5.57523
49 C -2.46161 0.25795 -5.40524
50 C -3.06758 -2.48090 -1.50478
51 C 2.75112 -2.01703 2.39618
52 C 0.57694 -2.88651 -1.71830
53 C 2.62892 -1.16272 -6.85757
54 C 3.00671 -3.07031 3.26582
55 C -1.34436 2.09203 0.00619
56 C -2.78605 -2.30201 -6.43413
57 H 2.30744 -3.28557 4.06494
58 H 1.87549 -1.40211 2.55766
59 H -0.32459 5.16171 0.92701
60 H 3.65742 3.18478 -3.08255
61 H 5.05855 0.88068 0.06625
62 H 0.66286 1.48794 -7.65640
63 H -4.86012 -4.70703 -3.32517
64 H 1.11317 -2.47204 -4.52058
65 H 5.51033 -2.23495 0.45162
66 H -0.42530 4.46953 -2.92526
67 H -2.90992 -3.29740 -6.84295
68 H 2.96484 1.11174 -4.21380
69 H -6.24205 -1.55332 -0.78362
70 H 4.17763 -1.96461 -8.10867
71 H 2.04962 1.40275 -9.68809
72 H -1.13079 2.40096 -4.02768
73 H 1.96754 4.88038 -2.45588
74 H 2.20679 -1.30654 -3.72383
75 H -4.58818 0.44597 -5.61721
76 H -5.02276 0.59944 -1.43904
77 H -4.12218 -0.88626 1.01409
78 H -2.04846 -2.22783 -1.25594
79 H -5.47956 0.92205 0.24812
80 H -2.51662 -4.10557 -2.79837
81 H 4.35374 -4.65487 3.79032
82 H -2.36003 1.26058 -5.01430
83 H 0.32995 -0.70906 -2.13306
84 H 3.70587 -0.94991 -0.60440
85 H 2.80611 -1.89355 -6.07630
86 H 3.80937 -0.32200 -9.92067
87 H 5.97243 -4.09531 1.99980
88 H -6.71357 -3.42679 -2.30164
89 H 4.60756 0.65883 1.76990
90 H -4.88041 -1.83586 -6.52138
91 H -2.41861 3.92016 0.36024
92 H -0.76214 -1.80881 -3.03918
93 H 1.84860 3.91274 0.96217
94 H -0.66255 -2.48801 -6.25864

Atomic forces in eV per Å
0.1 -0.4 0.3
0.2 -0.1 -0.1
0.0 0.1 0.0
-0.2 0.5 -0.1
0.0 0.0 -0.1
0.0 0.0 0.0
0.0 0.1 -0.8
0.0 -0.1 -0.4
0.0 0.2 0.6
0.1 0.0 -0.1
-0.1 0.1 0.5
0.0 0.0 0.0
0.2 0.0 0.0
0.0 -0.1 -0.6
0.0 0.0 0.0
0.1 0.1 0.0
0.1 0.0 0.0
-0.1 0.0 0.0
-0.1 0.0 0.0
0.1 -0.1 0.1
0.2 0.0 0.0
0.0 0.0 0.0
0.0 0.0 0.0
0.0 -0.2 0.1
0.0 0.0 0.0
0.0 0.0 0.0
-0.1 -0.1 0.0
0.0 0.1 -0.1
-0.1 -0.2 0.3
0.1 -0.1 0.0
-0.1 0.0 0.1
0.0 0.5 -0.7
-0.1 0.1 0.0
0.0 0.0 0.0
0.0 0.1 0.0
0.0 0.0 0.0
0.0 -0.1 0.0
0.0 0.0 0.0
0.0 0.0 0.0
0.1 0.0 0.0
0.0 0.1 0.0
0.0 -0.2 -0.2
0.0 0.0 0.0
0.0 0.0 0.0
0.0 -0.1 -0.1
0.0 0.0 -0.1
0.1 0.0 0.1
0.0 0.1 0.1
0.0 -0.1 0.0
-0.1 0.0 0.0
0.0 0.2 0.0
0.1 -0.7 0.9
0.0 0.1 -0.1
0.0 0.0 0.0
-0.2 0.0 0.0
0.0 0.0 0.0
0.0 0.0 -0.1
-0.1 0.0 0.0
0.0 0.0 0.0
0.0 0.0 0.0
0.0 0.0 -0.1
0.0 0.0 0.0
0.0 0.0 0.0
0.0 0.0 -0.1
-0.1 -0.1 0.0
0.0 0.0 0.0
0.0 0.0 0.0
0.0 0.0 0.0
0.1 -0.1 0.0
0.0 0.0 0.0
0.0 0.0 0.0
0.0 0.0 0.0
0.0 0.0 0.0
-0.1 0.0 0.0
0.0 0.0 0.0
0.0 0.0 -0.1
0.0 0.0 0.1
0.0 0.0 0.0
0.0 0.0 0.1
-0.1 0.0 0.0
0.0 0.0 0.0
0.0 0.0 0.0
0.1 -0.1 0.2
0.1 0.0 0.0
0.0 0.0 0.0
0.0 0.0 0.0
-0.1 0.0 0.0
0.0 0.0 0.0
0.0 0.0 0.1
0.0 0.0 0.0
0.0 0.0 0.0
0.0 -0.1 0.1
0.0 0.0 0.0
0.0 0.0 0.0

Here is a cluster of 2 separate species, C4H6F2O in total at a distorted geometry from the Open Molecules 2025 dataset. Energies are from ωB97M-V with the def2-TZVPD basis set.

Values from the calculation:
LUMO level	0.84	eV
SMILES	CC=C(F)F.C=O
total charge	0
HOMO	-9.663	eV

CARTESIAN COORDINATES (ANGSTROEM)
1 F 0.83414 1.63006 -0.13460
2 F 0.88144 0.47805 -2.05655
3 O -1.93421 0.74989 1.65735
4 C 0.70262 -1.95004 -0.57705
5 C 0.87290 -0.62071 0.04910
6 C -1.73591 1.86603 1.21251
7 C 0.88520 0.42055 -0.70957
8 H -0.42201 -2.27945 -0.48792
9 H 0.96722 -1.84352 -1.59290
10 H 1.45938 -2.69875 -0.26401
11 H -1.11723 1.92988 0.30190
12 H -2.35929 2.67593 1.53772
13 H 0.96575 -0.35793 1.06403

Atomic forces in eV per Å
0.7 0.4 -1.1
-0.1 0.3 1.3
0.4 0.9 0.2
-1.1 -1.3 1.0
0.1 -1.1 -0.7
-0.7 -2.6 -1.0
-0.1 1.5 -0.9
2.4 0.2 -0.1
-0.3 0.1 -1.4
-0.9 0.2 0.5
0.0 0.7 0.5
-0.1 1.1 0.5
-0.2 -0.4 1.2

Here is a cluster of 2 separate species, C3H8NO2S2 in total from the Open Molecules 2025 dataset. Energies are from ωB97M-V with the def2-TZVPD basis set.

Values from the calculation:
LUMO level	3.12	eV
total charge	-1
HOMO	-3.843	eV

CARTESIAN COORDINATES (ANGSTROEM)
1 S -0.52202 -2.33227 -0.76735
2 S -1.65525 -0.78140 -1.59192
3 O -1.02163 3.03015 -1.04737
4 O 0.70710 1.70570 -0.43699
5 N -1.09930 1.93588 0.99253
6 C -0.39761 2.26006 -0.30210
7 C 1.06294 -1.56180 -0.32061
8 C 1.14867 -1.24177 1.16530
9 H -1.37411 2.81360 1.42190
10 H -1.36530 -1.06836 -2.86323
11 H 2.09231 -0.73503 1.37603
12 H -1.98086 1.52815 0.68671
13 H 1.06880 -2.13931 1.79655
14 H 0.35418 -0.53797 1.42293
15 H 1.85445 -2.24364 -0.63801
16 H 1.12764 -0.63200 -0.89437

Atomic forces in eV per Å
-0.4 0.1 -0.2
0.4 -0.5 0.4
0.0 0.2 -0.4
0.0 0.0 -0.2
0.0 -0.5 0.2
0.1 0.0 0.4
-0.1 0.4 0.1
-0.1 0.1 0.0
0.0 0.1 -0.2
0.0 0.1 -0.2
0.0 -0.1 0.0
0.0 0.1 0.1
0.0 0.2 -0.2
0.1 0.0 0.0
-0.1 -0.1 -0.1
0.1 -0.1 0.1

Here is a structure of composition C26H28N6O2S3Tc at a distorted geometry from the Open Molecules 2025 dataset. Energies are from ωB97M-V with the def2-TZVPD basis set.

Values from the calculation:
LUMO level (spin up / spin down)	-7.88 / -7.28	eV
2S+1	2
total charge	+2
⟨S²⟩	1.082
HOMO (spin up / spin down)	-13.466 / -13.433	eV

CARTESIAN COORDINATES (ANGSTROEM)
1 Tc 0.28096 -0.03649 -0.46613
2 S -1.28415 2.88064 -0.11707
3 S -2.40432 -2.20588 2.92665
4 S -2.39685 -0.49355 0.40841
5 O 1.78929 -0.98366 0.37117
6 O -1.09975 1.58630 -0.93542
7 N 1.55716 1.62107 -0.11740
8 N -0.43051 -0.55556 -2.44553
9 N 0.53594 -2.86140 0.46144
10 N -0.69617 -0.38778 2.46218
11 N 0.05985 0.35977 1.63457
12 N -0.10933 -2.10703 -0.47082
13 C -2.11706 -1.10400 -4.57162
14 C 2.44781 -2.69265 1.92202
15 C -1.35749 0.05300 -4.55692
16 C -1.16459 -4.09379 -1.42723
17 C -0.82064 -2.64749 -1.39448
18 C 2.35130 2.18597 -1.03570
19 C -1.86231 5.28344 -1.07154
20 C -1.73256 -0.96523 1.93909
21 C -1.13000 -1.71396 -2.48409
22 C 2.88504 2.60937 1.60344
23 C 1.55193 -2.17897 0.89217
24 C 3.70132 3.19268 0.64663
25 C 4.19276 -3.65711 3.84259
26 C -3.19770 4.53630 -1.11779
27 C 4.35355 -2.36669 3.35300
28 C -3.05388 3.29986 -0.22831
29 C -0.53217 0.29084 -3.47367
30 C 1.81365 1.83658 1.19373
31 C 3.48692 -1.88595 2.38768
32 C 3.41930 2.99437 -0.69662
33 C 2.25697 -3.96708 2.45534
34 C -3.91003 -2.69715 2.06108
35 C -1.99137 -2.00440 -3.52224
36 C 0.91533 1.17365 2.12878
37 C 3.13572 -4.44768 3.40828
38 C -0.78891 4.21670 -1.23583
39 H 1.42100 -4.56350 2.11608
40 H 3.00578 -5.44295 3.81101
41 H -3.36289 3.50593 0.79639
42 H -0.79598 3.78595 -2.23891
43 H -2.78558 -1.31394 -5.39567
44 H -4.00867 5.16809 -0.76121
45 H 4.89238 -4.04456 4.57121
46 H 4.02557 3.43716 -1.47376
47 H -1.79377 6.02821 -1.86259
48 H -3.42915 4.24920 -2.14370
49 H 2.12147 1.96490 -2.06995
50 H -3.57406 2.41222 -0.58307
51 H 3.60803 -0.89005 1.98189
52 H -4.10118 -3.72774 2.35047
53 H -3.76751 -2.63861 0.98369
54 H 0.07914 1.18076 -3.42520
55 H -2.24850 -4.22680 -1.46259
56 H -0.76507 -4.58028 -0.54399
57 H 3.07754 2.72693 2.66143
58 H -1.39686 0.76114 -5.37214
59 H 0.99191 1.32254 3.20061
60 H 4.55121 3.79260 0.94374
61 H 5.15673 -1.74807 3.72988
62 H 0.21351 4.54904 -0.97138
63 H -4.74258 -2.07187 2.37208
64 H -0.74262 -4.56986 -2.31479
65 H -2.54491 -2.93288 -3.51266
66 H -1.73994 5.79937 -0.11672

Atomic forces in eV per Å
-3.1 -1.3 2.5
0.0 0.0 -0.1
-0.1 0.0 0.0
1.1 0.0 -0.5
0.3 0.3 -0.4
0.5 0.2 -0.6
0.7 0.1 -0.4
0.3 0.4 -0.4
-0.2 -0.1 0.3
0.4 -0.3 0.6
0.1 0.4 -0.8
0.3 0.3 -0.6
0.0 0.0 0.0
0.2 0.2 0.1
0.0 0.0 -0.1
0.0 0.0 -0.1
0.2 -0.2 0.1
-0.1 0.0 0.1
-0.1 -0.1 0.0
-0.2 0.1 0.0
-0.1 0.0 0.0
-0.1 0.0 0.1
-0.2 -0.1 -0.2
0.0 0.1 -0.1
0.0 0.1 0.0
0.1 0.1 0.0
0.0 -0.1 0.0
0.0 0.1 0.1
0.0 0.0 0.0
0.0 0.1 -0.1
0.0 0.0 0.0
0.0 0.0 0.0
-0.1 0.0 -0.1
0.0 0.1 0.0
0.0 -0.1 0.0
-0.1 0.0 0.2
0.0 0.0 0.0
0.0 0.2 0.1
0.1 0.0 0.0
0.0 0.0 0.0
0.0 -0.1 0.0
0.0 -0.1 0.0
0.0 0.0 0.0
-0.1 0.0 0.0
0.0 0.0 0.0
0.0 0.0 0.0
0.1 0.0 0.0
0.0 0.0 0.0
0.0 0.0 0.0
0.1 0.0 0.0
0.0 0.0 0.0
0.0 0.0 0.0
0.0 -0.1 0.0
-0.1 0.0 0.1
0.0 0.0 0.0
0.0 0.0 0.0
0.0 0.1 0.0
0.0 0.0 0.0
0.0 0.0 0.0
0.0 0.0 0.0
0.0 0.0 -0.1
0.0 0.0 0.0
0.0 0.0 0.0
0.0 0.0 0.0
0.0 0.0 0.0
0.0 0.0 0.0

Here is a structure of composition C4H8O2 from the Open Molecules 2025 dataset. Energies are from ωB97M-V with the def2-TZVPD basis set.

Values from the calculation:
LUMO level	0.81	eV
total charge	0
HOMO	-9.624	eV

CARTESIAN COORDINATES (ANGSTROEM)
1 O -1.63020 -0.42874 -0.94300
2 O 1.95154 0.81955 -0.55897
3 C -0.15596 0.13214 0.48897
4 C 1.26921 -0.24446 0.08589
5 C -1.18054 -0.99963 0.29248
6 C -0.94183 0.79901 -0.64370
7 H -0.17962 0.64512 1.45487
8 H 1.23045 -1.07211 -0.63222
9 H 1.82782 -0.59953 0.96458
10 H -1.98259 -1.02225 1.04307
11 H -1.63675 1.57728 -0.29761
12 H 2.55936 1.23414 0.06453
13 H -0.78337 -2.01528 0.16322
14 H -0.34751 1.17476 -1.48213

Atomic forces in eV per Å
-0.1 0.0 -0.1
0.3 0.2 0.3
0.1 0.1 0.1
-0.1 -0.4 0.1
0.1 -0.3 0.3
0.1 0.4 -0.1
0.0 0.0 -0.1
0.0 0.1 0.0
-0.1 0.0 -0.2
0.1 0.0 -0.1
0.1 -0.1 -0.1
-0.2 -0.1 -0.1
0.0 0.2 0.0
-0.2 -0.1 0.1

Here is the ion C3H4NO3 with charge -1 at a distorted geometry from the Open Molecules 2025 dataset. Energies are from ωB97M-V with the def2-TZVPD basis set.

Values from the calculation:
LUMO level	4.24	eV
SMILES	C[C@@]1(C(=O)[O-])NO1
total charge	-1
HOMO	-4.408	eV

CARTESIAN COORDINATES (ANGSTROEM)
1 O -1.88597 0.67606 0.08443
2 O -2.04803 -2.28776 0.35258
3 O -0.71495 -2.10939 -1.44146
4 N -1.38759 0.06612 1.32551
5 C 0.51529 0.22284 -0.49066
6 C -0.80331 -0.30845 0.04723
7 C -1.22639 -1.70963 -0.40054
8 H -2.09014 -0.58670 1.60142
9 H 0.55701 0.24765 -1.62399
10 H 0.90173 1.25049 -0.03953
11 H 1.27254 -0.59304 -0.16576

Atomic forces in eV per Å
0.5 -0.9 -0.2
0.1 0.1 -0.1
0.7 -0.4 -1.2
2.2 2.1 -0.4
2.1 0.0 1.1
-1.7 1.5 0.6
-0.9 -0.3 0.6
-0.4 -1.2 -0.5
-0.4 -0.1 1.5
-1.2 -2.1 -0.8
-0.9 1.4 -0.7